Below is a cluster of 2 separate species, C4H7N3O in total in a non-equilibrium geometry, with properties calculated with ωB97M-V with the def2-TZVPD basis set.

Structure (XYZ):
```
15
Properties=species:S:1:pos:R:3:forces:R:3
C -0.80448 1.70531 -2.09441 -1.270 -2.815 -3.317
C 0.14387 0.60142 -0.39935 -0.845 -5.215 1.818
C 0.97108 0.08389 0.52553 3.190 4.728 2.440
C -0.67734 -1.21688 0.34587 -1.580 -1.593 0.237
H -0.33009 2.15749 -3.39567 -1.625 -1.012 4.759
H -1.85653 2.03922 -1.64475 2.660 0.383 -1.068
H -1.13398 0.49602 -2.23677 1.070 3.564 -0.441
H 1.58846 0.69683 1.16810 0.709 0.109 -0.391
H 0.37099 -1.28193 3.20068 2.018 -1.772 -4.125
H 1.59944 -1.94033 1.98741 3.961 -0.853 0.205
H -1.11631 -2.25516 0.24281 0.401 1.590 0.922
N 0.29421 -0.83341 1.19438 -2.399 -3.167 -2.252
N 0.70061 -1.69653 2.10845 -4.381 0.802 6.752
N -0.85363 -0.30869 -0.55139 -1.300 0.007 -1.432
O 0.26136 1.61447 -1.10596 -0.608 5.244 -4.105
```
Positions in Å, forces in eV/Å.

The HOMO energy comes out at -7.80 eV. As for the total energy: -10773.27042 eV.

Below is a structure of composition C4H7N3O in a non-equilibrium geometry, with properties calculated with ωB97M-V with the def2-TZVPD basis set.

Structure (XYZ):
```
15
Properties=species:S:1:pos:R:3:forces:R:3
C 0.76074 1.97744 0.07549 0.019 1.274 -1.709
C 0.41379 0.46215 -0.06678 1.554 2.059 -0.511
C -0.76979 -0.14945 -0.19555 -0.492 -2.660 -1.182
C 1.59454 -0.63979 -0.13385 -1.709 1.964 -0.332
H 1.73388 2.11921 -0.53452 -1.550 0.074 1.099
H 0.97216 2.16846 1.12369 0.336 -0.106 0.118
H 0.00802 2.94781 -0.18515 1.583 -3.321 0.180
H -2.54204 0.51558 0.61824 0.935 -0.358 -4.657
H -2.69241 -0.98434 -0.04488 1.487 3.654 -2.901
H -1.39860 -1.98864 0.50113 3.001 0.711 -1.036
H 1.14876 -2.68036 -0.12745 -1.247 1.638 0.654
N -2.17504 0.11647 -0.63098 -1.377 -2.224 8.944
N -0.55857 -1.57986 -0.11660 -5.021 1.246 -0.345
N 0.69958 -1.76641 0.21609 7.381 -2.697 -0.294
O 2.80497 -0.51827 -0.49888 -4.900 -1.254 1.971
```
Positions in Å, forces in eV/Å.

The HOMO energy comes out at -8.64 eV. As for the total energy: -10773.27887 eV.

Below is the molecule C4H7N3O, with properties calculated with ωB97M-V with the def2-TZVPD basis set.

Structure (XYZ):
```
15
Properties=species:S:1:pos:R:3:forces:R:3
H -0.71249 -1.27227 -3.19197 -0.137 0.196 0.323
N -1.26919 -1.13639 -2.34261 -0.232 -0.389 -0.474
C -0.63012 -0.56998 -1.42528 0.416 -0.033 -0.017
N -1.11865 -0.26264 -0.15040 -0.465 0.034 0.003
C -0.16683 0.30215 0.47024 0.502 0.121 0.239
C -0.14613 0.88721 1.85306 0.136 0.040 -0.947
C 0.98917 0.36473 2.71632 0.784 0.211 0.406
O 0.99899 0.42771 -0.20623 0.291 -0.133 -0.232
N 0.72879 -0.10460 -1.51010 0.183 -0.261 0.323
H -1.10174 0.67176 2.28370 -0.571 -0.128 0.302
H -0.09845 1.97224 1.70026 0.151 -0.093 0.210
H 1.98491 0.54946 2.26337 -0.616 -0.026 0.193
H 0.90878 -0.71831 2.88141 -0.087 0.301 0.000
H 0.97342 0.87998 3.69833 0.007 -0.387 -0.518
H 1.39040 -0.88378 -1.64958 -0.361 0.545 0.189
```
Positions in Å, forces in eV/Å.

The HOMO energy comes out at -9.38 eV. As for the total energy: -10777.78060 eV. As for the structure (SMILES): [H]/N=c1/nc(CC)o[nH]1.

Below is the molecule C4H7N3O2 in a non-equilibrium geometry, with properties calculated with ωB97M-V with the def2-TZVPD basis set.

Structure (XYZ):
```
16
Properties=species:S:1:pos:R:3:forces:R:3
N -0.18473 1.17988 1.27451 -0.379 -2.172 -1.204
N 0.82402 0.32413 0.59946 0.703 1.409 0.017
C 0.86267 0.66047 -0.83891 -0.643 0.731 0.542
C -0.34679 0.24450 -1.58817 -2.820 1.035 -2.129
N -0.96083 -0.85679 -1.44149 1.226 -0.412 1.693
C -0.48365 -1.62303 -0.29074 -0.028 1.648 0.496
O -1.44152 -2.49001 0.05573 -0.889 -1.666 0.304
O 0.86270 -1.98009 -0.14029 1.887 -2.000 -2.377
C 0.50790 -1.05850 0.75828 -4.387 0.715 2.144
H 0.00492 1.14193 2.28751 -0.215 -0.209 -0.759
H -1.08506 0.65685 1.03966 0.970 1.148 1.032
H 1.65048 0.16134 -1.30300 1.561 -1.359 -0.445
H 1.13470 1.67672 -1.05737 -0.340 0.733 0.630
H -0.98134 0.88762 -2.33753 2.044 -0.544 1.184
H -2.00885 -2.69307 -0.71829 0.652 0.285 0.489
H 0.32495 -1.40490 1.84140 0.657 0.658 -1.620
```
Positions in Å, forces in eV/Å.

The HOMO energy comes out at -8.59 eV. As for the total energy: -12823.23016 eV. As for the structure (SMILES): NN1CC=N[C@@]2(O)O[C@@H]12.

Below is the ion C4H7N4 with charge +1 in a non-equilibrium geometry, with properties calculated with ωB97M-V with the def2-TZVPD basis set.

Structure (XYZ):
```
15
Properties=species:S:1:pos:R:3:forces:R:3
H 2.61192 -0.14107 -1.82167 0.005 -0.284 -0.403
N 1.83573 -0.71573 -1.48466 1.310 0.232 -0.174
C 0.77698 -0.07107 -1.50238 0.795 0.948 0.163
N -0.27849 -0.75304 -0.82270 -2.268 -0.459 0.320
C -0.63435 -0.44316 0.42099 -2.392 -0.213 -0.142
N -1.77638 -1.02708 0.94253 3.527 -0.776 -3.333
C 0.06489 0.66417 1.22433 -2.343 -2.433 2.290
C 0.54447 1.74054 0.48713 0.029 1.147 -0.236
N 1.13056 2.49036 -0.12920 0.546 1.408 -0.779
H 0.62884 1.00082 -1.79696 -0.212 -1.348 -0.083
H -0.83906 -1.42694 -1.42276 0.766 1.063 1.299
H -2.08451 -1.83524 0.37149 -0.358 0.876 1.059
H -2.31977 -0.65554 1.66585 -0.581 0.434 1.231
H 0.93467 0.30612 1.74035 0.665 -0.992 0.136
H -0.59551 0.86686 2.12764 0.510 0.395 -1.348
```
Positions in Å, forces in eV/Å.

The HOMO energy comes out at -15.19 eV. As for the total energy: -10213.51257 eV. As for the structure (SMILES): [H]/N=C/NC(=[NH2+])CC#N. Its total charge is +1.

Below is the ion C4H7N4 with charge +1 in a non-equilibrium geometry, with properties calculated with ωB97M-V with the def2-TZVPD basis set.

Structure (XYZ):
```
15
Properties=species:S:1:pos:R:3:forces:R:3
N -4.41926 0.19233 0.09221 1.775 -0.267 -0.437
C -3.23325 0.22078 -0.06853 -3.065 0.414 1.161
C -1.93559 -0.23227 -0.12053 0.754 -0.233 -0.353
N -0.62955 0.02175 -0.09093 0.489 0.410 -0.085
C 0.43312 0.74417 -0.15847 0.083 -0.527 1.495
C 1.77625 0.06177 0.08032 0.017 0.694 -1.621
N 2.82244 0.93425 0.02988 0.581 -5.267 -0.353
N 1.88944 -1.25525 0.10957 3.322 0.350 -0.143
H -5.36300 -0.13399 0.41534 1.790 0.857 -0.473
H -2.18566 -1.27833 -0.18825 0.295 -0.817 -0.006
H 0.61762 1.84223 -0.19041 -1.004 -0.508 -0.191
H 2.51669 1.81993 0.13156 -0.344 3.724 0.061
H 3.80296 0.68842 -0.22688 -1.415 0.412 0.663
H 1.10798 -1.83420 0.15884 -1.792 -0.615 -0.075
H 2.79979 -1.79158 0.02626 -1.486 1.374 0.357
```
Positions in Å, forces in eV/Å.

The HOMO energy comes out at -11.98 eV. As for the total energy: -10212.15016 eV. As for the structure (SMILES): [NH+]#C/C=N\C=C(N)N. Its total charge is +1.

Below is the ion C4H7N4 with charge +1 in a non-equilibrium geometry, with properties calculated with ωB97M-V with the def2-TZVPD basis set.

Structure (XYZ):
```
15
Properties=species:S:1:pos:R:3:forces:R:3
C -2.35024 1.29141 -0.89403 1.651 -0.934 0.880
C -1.24909 -0.72011 0.53509 -2.862 -2.549 1.738
C -0.46013 0.01096 -0.15930 -1.045 2.086 -1.547
C 1.97741 -0.13359 0.32003 -0.345 0.558 1.151
N -3.08114 0.65638 -0.14933 0.211 -0.584 -0.504
N -2.65546 -0.40397 0.54836 1.464 0.793 -0.256
N 3.25274 0.10602 -0.00699 -2.400 0.175 -4.320
N 0.89602 -0.10474 -0.45238 2.417 -0.075 -0.079
H -2.38934 2.10721 -1.63515 0.177 -0.648 0.755
H -1.20337 -1.69622 1.11882 0.777 1.396 -0.799
H 1.92704 -0.26958 1.43068 -0.821 0.083 -1.169
H -3.29267 -0.98764 1.04471 -0.577 0.188 0.113
H 3.84132 -0.04652 0.71873 2.562 -0.386 2.234
H 3.65740 0.24786 -0.97959 -0.940 -0.296 1.854
H 1.12952 -0.05747 -1.43964 -0.268 0.192 -0.051
```
Positions in Å, forces in eV/Å.

The HOMO energy (spin up / spin down) comes out at -12.28 / -12.28 eV. As for the total energy: -10210.44044 eV. Its total charge is +1.

Below is the ion C4H7N8S with charge +1 in a non-equilibrium geometry, with properties calculated with ωB97M-V with the def2-TZVPD basis set.

Structure (XYZ):
```
20
Properties=species:S:1:pos:R:3:forces:R:3
N 3.65138 -1.12424 0.36692 -2.558 2.664 2.167
C 2.30412 -1.08782 0.07896 0.479 0.952 0.751
N 1.51993 -2.03406 -0.36927 -0.099 1.252 0.034
N 0.31063 -1.39232 -0.51793 0.417 2.304 1.115
C 0.35613 -0.08007 -0.08944 -0.616 -2.726 -0.421
C -0.89593 0.72471 0.03678 -0.901 -0.742 0.153
N -0.81993 2.08889 -0.15770 1.878 4.315 1.204
N -1.51036 0.46928 1.38243 2.715 0.487 1.592
N -2.63267 0.06332 1.32129 -2.556 -0.871 0.581
C -3.06518 -0.11863 -0.02710 0.629 0.548 -2.871
S -4.53591 -0.41212 -0.63715 0.976 -0.007 0.800
N -1.87600 0.18640 -0.79297 -2.189 -1.684 1.875
N 1.59478 0.13357 0.31016 -1.426 -6.204 -2.594
H 4.03444 -0.24192 0.80877 -0.302 -1.899 -1.085
H 4.15364 -1.61678 -0.28121 2.017 -1.328 -1.569
H -0.55055 -1.90814 -0.72086 0.554 0.282 -0.083
H -1.73267 2.49232 -0.22415 -0.881 -0.210 -0.693
H -0.46071 2.75891 0.60987 0.123 -2.134 -1.167
H -1.86317 0.23098 -1.76421 -0.216 0.283 -1.741
H 2.01804 0.86775 0.66678 1.957 4.717 1.952
```
Positions in Å, forces in eV/Å.

The HOMO energy comes out at -12.62 eV. As for the total energy: -27008.54133 eV. As for the structure (SMILES): Nc1n[nH+]c([C@]2(N)N=NC(=S)N2)[nH]1. Its total charge is +1.

Below is a structure of composition C4H7NO, with properties calculated with ωB97M-V with the def2-TZVPD basis set.

Structure (XYZ):
```
13
Properties=species:S:1:pos:R:3:forces:R:3
C -1.59570 0.61772 -0.44859 -0.032 -0.013 -0.069
N -0.33247 0.27407 -0.35086 -0.107 -0.012 -0.043
C 0.47885 -0.80025 -0.46309 -0.116 -0.072 -0.102
C 1.74794 -0.10992 -0.02918 0.174 0.042 0.036
C 0.81253 1.09221 0.07606 0.097 0.593 0.175
O 0.83701 2.24917 0.33544 0.008 -0.604 -0.115
H -1.68648 -1.15534 1.32392 0.054 -0.072 0.051
H -1.84763 1.64406 -0.22190 0.073 -0.131 -0.045
H -2.31578 -0.09739 -0.82003 0.108 0.095 0.043
H 0.21752 -1.76388 -0.87129 0.037 0.133 0.065
H -1.05859 -1.56872 1.29812 -0.102 -0.005 0.059
H 2.18733 -0.40673 0.93254 -0.066 0.050 -0.139
H 2.55548 0.02498 -0.76114 -0.127 -0.005 0.084
```
Positions in Å, forces in eV/Å.

The HOMO energy comes out at -7.30 eV. As for the total energy: -7795.24389 eV.

Below is the molecule C4H7NO in a non-equilibrium geometry, with properties calculated with ωB97M-V with the def2-TZVPD basis set.

Structure (XYZ):
```
13
Properties=species:S:1:pos:R:3:forces:R:3
H -1.69979 -0.77076 -2.26832 1.170 0.429 0.726
N -0.72109 -0.68607 -1.88330 -0.882 -0.809 -1.340
C -0.61895 -0.10161 -0.78730 0.415 -1.704 1.981
C -1.62028 0.58576 0.07427 1.408 0.578 0.073
C 0.77489 0.12563 -0.14828 1.019 -0.512 -1.437
C 1.84089 -0.81193 0.52436 -0.082 1.780 -1.296
O 1.06870 1.28312 -0.25899 0.457 1.276 0.306
H -1.36127 0.61137 1.12604 0.412 0.077 0.086
H -2.62600 0.35602 0.04065 -2.046 -0.997 -0.723
H -1.48253 1.55129 -0.35548 -0.282 1.429 0.333
H 2.35155 -1.56240 -0.10514 -0.663 0.395 0.053
H 1.30817 -1.26770 1.30719 -0.231 -0.950 1.347
H 2.59185 -0.05526 0.88096 -0.696 -0.993 -0.109
```
Positions in Å, forces in eV/Å.

The HOMO energy comes out at -9.27 eV. As for the total energy: -7797.62431 eV. As for the structure (SMILES): [H]/N=C(\C)C(C)=O.

Among the records above, which one has the lowest total energy? C4H7N8S